94
Properties=species:S:1:pos:R:3:forces:R:3:lowdin_charge:R:1 method="wB97M-V/def2-TZVPD" orbital_gap_ev="5.67 / 5.75" spin_multiplicity=2 e_tot_ha=-2107.699256 largest_force_ev_per_a=1.688 s_squared=0.80 e_above_lowest_ev=0.150 e_lumo_ev="-10.38 / -10.27" charge=+3
Re 0.0057 -0.0964 -0.0443 0.3 -0.5 1.0 1.654
C -0.6495 -3.6363 1.4468 0.1 0.0 -0.1 0.068
C 0.5867 -3.0321 0.7421 -0.2 -0.2 0.0 -0.459
C 1.7745 -3.8610 1.1248 0.1 0.2 0.1 0.079
C 2.5651 -3.4798 2.1463 -0.1 -0.3 -0.3 -0.007
C 2.3560 -2.2061 2.7304 -0.4 0.6 -0.3 0.086
C 1.4571 -1.3092 2.1908 0.5 0.0 0.8 -0.214
N 0.6656 -1.6121 1.1214 -0.7 0.7 -1.4 -0.015
C 1.2327 0.0479 2.6813 0.1 -0.3 -0.1 -0.197
C 1.5944 0.5785 3.9134 -0.1 0.1 -0.1 0.044
C 1.0265 1.7803 4.3037 0.0 -0.1 -0.1 0.025
C 0.0098 2.3370 3.5309 0.0 -0.1 -0.2 0.050
C -0.3016 1.7511 2.3161 0.0 0.1 0.1 -0.209
N 0.4293 0.7268 1.8438 0.0 -0.2 0.0 -0.016
C -1.5589 1.9178 1.5749 0.0 0.1 0.0 -0.200
C -2.4603 2.9190 1.8594 0.2 -0.1 -0.1 0.021
C -3.7190 2.8791 1.2822 0.0 0.0 0.0 0.022
C -4.0498 1.7902 0.5090 0.1 -0.1 0.0 0.026
C -3.1135 0.7894 0.2609 -0.1 0.2 0.1 -0.274
C -3.5665 -0.4427 -0.4392 0.0 0.0 -0.1 -0.007
N -1.8460 0.8784 0.7236 0.1 0.0 -0.1 0.031
H -0.4984 -3.6948 2.5218 0.0 0.0 0.1 0.113
H -0.8226 -4.6417 1.0659 0.0 0.0 0.0 0.114
H -1.5105 -2.9999 1.2367 0.0 0.0 0.0 0.092
H 1.8717 -4.8209 0.6407 0.0 -0.1 -0.1 0.141
H 3.3526 -4.1190 2.5146 0.0 0.0 0.0 0.138
H 2.9539 -1.9051 3.5763 0.1 0.1 0.1 0.138
H 2.2575 0.0423 4.5740 0.0 0.0 0.0 0.133
H 1.2903 2.2248 5.2523 0.0 0.0 0.0 0.138
H -0.5686 3.1652 3.9092 0.0 0.0 0.0 0.132
H -2.1866 3.7218 2.5258 0.0 0.0 0.1 0.134
H -4.4404 3.6598 1.4781 0.0 0.0 0.0 0.142
H -5.0511 1.6730 0.1211 0.0 0.0 -0.1 0.143
H -4.5127 -0.7687 -0.0083 0.0 0.0 0.0 0.117
H -2.8540 -1.2427 -0.2964 0.1 -0.2 0.0 0.042
H -3.7540 -0.2640 -1.4999 0.0 0.0 -0.1 0.105
N -0.8317 -0.9494 -1.9941 0.0 0.3 0.1 -0.072
C -1.4845 -2.2550 -2.3710 -0.2 0.0 -0.1 -0.175
C -0.5692 -3.4135 -2.7307 0.0 0.0 0.1 -0.045
C 0.1702 -3.9559 -1.5294 0.0 0.2 -0.1 -0.463
O 0.5719 -5.0558 -1.3457 0.0 -0.2 0.1 0.192
O 0.3173 -2.9187 -0.6478 0.2 0.2 0.2 -0.045
H -1.5630 -0.2493 -2.1485 0.3 -0.2 0.0 0.029
H -0.1368 -0.7330 -2.7154 -0.2 0.0 0.1 0.093
H -2.1250 -2.0508 -3.2337 0.0 0.0 0.1 0.138
H -2.1302 -2.5599 -1.5524 0.0 0.0 0.0 0.108
H 0.1400 -3.1570 -3.5204 0.0 0.0 0.0 0.132
H -1.1806 -4.2254 -3.1318 0.1 0.0 0.0 0.154
C 2.7307 -2.3226 -2.5766 0.0 0.0 -0.1 -0.011
C 3.4054 -1.9912 -1.2803 0.1 -0.1 0.1 -0.212
C 4.5087 -2.7508 -0.8914 -0.1 0.1 0.0 -0.012
C 5.3208 -2.3512 0.1541 -0.1 0.0 0.0 -0.030
C 5.0658 -1.1533 0.8024 -0.1 0.0 0.0 -0.017
C 3.9669 -0.3716 0.4569 0.0 0.0 0.0 -0.222
C 3.8507 1.0221 1.0112 0.0 0.0 0.0 -0.011
C 3.1071 -0.8504 -0.5383 0.1 0.1 0.2 -0.213
N 1.9747 -0.0040 -0.9146 -0.4 0.1 -0.1 0.024
C 2.2413 0.9328 -1.7690 0.0 -0.1 0.0 -0.230
C 3.5650 1.1471 -2.4185 0.0 -0.1 0.0 0.036
C 1.1481 1.8705 -2.0622 -0.2 -0.1 0.0 -0.235
C 1.4020 2.9744 -3.0322 -0.1 0.0 0.0 0.029
N 0.0441 1.6631 -1.4137 0.2 -0.1 0.0 0.026
C -0.9887 2.6893 -1.5981 0.0 0.1 0.0 -0.210
C -1.9292 2.6078 -2.6365 0.0 0.1 0.0 -0.208
C -1.8463 1.6400 -3.7908 0.0 0.0 0.1 -0.005
C -2.8713 3.6286 -2.7281 0.0 0.0 0.1 -0.017
C -2.8535 4.7170 -1.8711 0.0 -0.1 0.0 -0.028
C -1.8403 4.8320 -0.9390 0.0 -0.1 0.0 -0.023
C -0.8807 3.8341 -0.7995 0.0 -0.1 0.0 -0.229
C 0.3109 4.0862 0.0840 0.0 0.0 0.0 -0.011
H 2.6083 -3.3975 -2.6913 -0.1 -0.1 0.0 0.099
H 3.3631 -1.9954 -3.4055 0.0 0.0 0.0 0.111
H 1.7663 -1.8331 -2.6920 0.0 0.0 0.0 0.046
H 4.7577 -3.6365 -1.4588 0.0 -0.1 0.0 0.134
H 6.1803 -2.9450 0.4275 0.1 0.0 0.0 0.126
H 5.7504 -0.7917 1.5572 0.0 0.0 0.1 0.130
H 4.2834 1.0869 2.0073 0.0 0.0 0.0 0.097
H 2.8291 1.3953 1.0480 0.0 0.0 0.0 0.055
H 4.4207 1.7076 0.3794 0.0 0.0 0.0 0.100
H 4.2936 0.3946 -2.1366 0.0 0.0 0.0 0.103
H 3.9498 2.1309 -2.1462 0.0 0.0 0.0 0.114
H 3.4561 1.1465 -3.5032 0.0 0.0 -0.1 0.115
H 2.2561 3.5696 -2.7097 0.0 0.0 0.0 0.112
H 0.5429 3.6254 -3.1534 0.0 0.0 0.0 0.103
H 1.6673 2.5579 -4.0047 0.0 0.0 0.0 0.115
H -1.9863 0.5911 -3.5462 -0.1 0.0 -0.1 0.049
H -0.8841 1.7293 -4.2984 0.1 0.0 0.0 0.092
H -2.6116 1.8843 -4.5223 0.0 0.0 0.0 0.100
H -3.5983 3.5916 -3.5261 -0.1 0.0 -0.1 0.126
H -3.5912 5.4989 -1.9742 0.0 0.1 0.0 0.126
H -1.7642 5.7225 -0.3299 0.0 0.0 0.0 0.131
H 0.0675 4.7956 0.8726 0.0 0.0 0.0 0.099
H 1.1133 4.5400 -0.5029 0.0 0.0 0.0 0.100
H 0.7179 3.1849 0.5385 0.0 0.0 0.0 0.053

92
Properties=species:S:1:pos:R:3:forces:R:3:lowdin_charge:R:1 method="wB97M-V/def2-TZVPD" orbital_gap_ev=5.11 spin_multiplicity=1 e_tot_ha=-1941.523452 largest_force_ev_per_a=2.525 e_above_lowest_ev=0.969 e_lumo_ev=-4.58 charge=+1
C 3.2626 -1.6858 -2.2255 0.2 0.0 0.1 -0.027
O 2.8643 -2.7666 -1.3607 -0.4 0.0 -0.1 -0.033
C 1.6711 -3.2997 -1.6748 -0.8 0.9 -1.5 -0.456
O 0.9845 -2.8843 -2.5988 1.0 -0.7 1.1 0.096
C 1.3263 -4.4711 -0.7824 0.1 0.3 -0.2 -0.183
C 2.2197 -5.6735 -1.1631 0.4 0.0 0.4 -0.090
C 1.2880 -6.7478 -1.7150 -0.3 -0.2 -0.4 -0.131
C -0.1428 -6.2863 -1.4068 -0.1 -0.9 0.1 -0.142
N -0.0326 -4.9108 -0.9628 0.4 -0.2 0.6 -0.038
C -1.1196 -4.1681 -0.6281 -0.3 1.4 -0.2 -0.187
C -1.1177 -2.7820 -0.4580 0.3 -2.0 0.1 -0.063
C -2.3085 -2.0066 -0.8969 -0.6 0.2 0.0 -0.210
C -3.6382 -2.7902 -0.9521 0.0 -0.1 -0.2 -0.173
C -3.6043 -4.0966 -0.1603 0.1 0.2 0.0 -0.192
C -2.4128 -4.9575 -0.5798 -0.6 0.3 -0.4 -0.129
H 4.2509 -1.3992 -1.8659 -0.1 0.0 -0.1 0.097
H 3.3099 -2.0288 -3.2657 0.0 0.1 0.3 0.106
H 2.5584 -0.8493 -2.1413 0.2 -0.2 0.0 0.083
H 1.5075 -4.1411 0.2539 0.0 -0.2 -0.2 0.148
H 2.9906 -5.3964 -1.8936 -0.2 0.0 0.3 0.125
H 2.7277 -6.0113 -0.2563 0.0 0.0 -0.2 0.121
H 1.4117 -6.8495 -2.7994 0.0 0.0 0.3 0.117
H 1.4799 -7.7261 -1.2637 0.0 0.2 -0.1 0.116
H -0.7842 -6.3830 -2.2980 0.2 0.2 0.3 0.129
H -0.5854 -6.9322 -0.6307 0.1 0.2 -0.1 0.122
H -0.1828 -2.2364 -0.3196 -0.1 -0.3 -0.6 0.079
H -2.4240 -1.1311 -0.2553 -0.3 0.3 0.0 0.058
H -2.1314 -1.6028 -1.9090 0.1 -0.2 0.3 0.105
H -4.4581 -2.1519 -0.5995 0.1 -0.2 -0.1 0.110
H -3.8492 -3.0209 -2.0055 0.0 0.0 0.2 0.118
H -3.5412 -3.8816 0.9121 0.0 0.0 -0.1 0.116
H -4.5352 -4.6504 -0.3253 0.2 0.1 0.1 0.116
H -2.6342 -5.3944 -1.5695 0.1 0.1 0.3 0.128
H -2.3271 -5.8080 0.1160 0.2 0.3 -0.2 0.128
C 1.1718 5.0978 -1.3826 0.4 0.1 0.1 0.002
N 0.0126 4.3262 -1.0002 -0.8 -0.1 -0.4 -0.044
C -1.2103 4.4867 -1.6066 0.7 0.9 -0.6 -0.381
O -1.4925 5.3648 -2.4153 0.1 -1.3 1.2 0.093
C -2.1198 3.3724 -1.0985 -0.7 0.7 0.5 -0.151
C -2.7336 2.5706 -2.2432 0.1 0.0 -0.2 -0.070
C -1.6642 1.9602 -3.1162 0.0 -0.1 -0.3 -0.221
C -1.2530 2.6060 -4.2855 0.0 0.0 0.1 -0.029
C -0.2294 2.0667 -5.0641 0.1 -0.1 0.1 -0.063
C 0.4010 0.8791 -4.6757 -0.2 0.1 0.1 -0.069
C -0.0367 0.2076 -3.5296 0.1 0.1 0.0 -0.060
C -1.0683 0.7504 -2.7654 0.2 0.0 0.1 -0.050
N -1.2256 2.5926 -0.2462 -0.4 -2.2 1.1 0.043
C -1.5465 1.4059 0.3113 -0.3 1.7 -1.6 0.005
C -0.5555 0.5340 0.7337 1.2 -1.5 0.8 -0.051
C -0.6680 -0.6685 1.4436 -1.2 2.1 0.7 0.029
C 0.2621 -0.8127 2.5699 1.6 -0.7 0.5 -0.212
C 0.2052 0.0918 3.6661 -0.2 0.0 -0.9 -0.028
C 1.1949 0.0951 4.6419 0.2 -0.4 0.0 -0.074
C 2.2713 -0.7990 4.5459 -0.2 0.0 -0.2 -0.063
C 2.3261 -1.7137 3.4863 0.0 0.0 0.3 -0.063
C 1.3109 -1.7537 2.5324 -0.3 0.4 0.0 -0.019
C 0.1571 3.1146 -0.2140 0.5 0.4 -0.8 -0.242
C 0.6917 3.3646 1.1659 -0.4 0.4 0.6 -0.032
C 0.3373 4.4459 1.8864 0.0 -0.7 -0.7 -0.023
C 0.7735 4.7201 3.2453 0.4 0.3 1.3 -0.219
C 0.2505 5.8397 3.9351 0.2 -0.5 -0.4 -0.033
C 0.6599 6.1378 5.2305 0.3 -0.3 0.2 -0.071
C 1.6125 5.3282 5.8718 -0.3 0.0 -0.4 -0.069
C 2.1280 4.2063 5.2068 -0.2 0.1 -0.1 -0.077
C 1.7167 3.8998 3.9083 -0.3 0.5 0.1 -0.035
H 0.8527 5.9320 -2.0107 0.0 -0.2 0.1 0.101
H 1.6710 5.4763 -0.4847 -0.1 0.0 -0.2 0.093
H 1.8867 4.4724 -1.9378 -0.2 0.1 0.1 0.105
H -2.9020 3.8343 -0.4721 0.1 -0.1 -0.3 0.176
H -3.4052 1.8073 -1.8300 0.1 0.1 -0.1 0.125
H -3.3264 3.2783 -2.8353 0.0 -0.2 0.2 0.136
H -1.7336 3.5481 -4.5604 0.2 -0.3 0.0 0.121
H 0.0818 2.5821 -5.9737 -0.1 -0.2 0.3 0.111
H 1.2226 0.4682 -5.2657 -0.3 0.1 0.1 0.108
H 0.4141 -0.7390 -3.2241 -0.1 0.2 -0.2 0.079
H -1.4028 0.2378 -1.8608 0.1 0.1 -0.4 0.071
H -2.6156 1.1917 0.4313 0.4 0.0 -0.3 0.165
H 0.4821 0.8456 0.5469 -0.5 0.1 0.6 0.123
H -1.5435 -1.3134 1.4147 0.0 0.3 0.0 0.112
H -0.6200 0.8097 3.7086 0.3 -0.2 0.0 0.122
H 1.1337 0.8037 5.4730 0.0 -0.3 -0.3 0.112
H 3.0623 -0.7821 5.2980 -0.2 0.0 -0.3 0.112
H 3.1714 -2.4005 3.3990 -0.3 0.2 0.1 0.113
H 1.3309 -2.4692 1.7076 0.1 0.2 0.3 0.094
H 0.8426 2.4171 -0.7362 -0.3 0.2 0.0 0.162
H 1.3433 2.5879 1.5674 -0.1 0.3 0.0 0.101
H -0.3390 5.1852 1.4396 0.2 -0.2 0.1 0.131
H -0.4858 6.4627 3.4230 0.2 -0.1 0.2 0.114
H 0.2422 7.0024 5.7483 0.1 -0.2 -0.2 0.110
H 1.9499 5.5730 6.8814 -0.1 -0.1 -0.3 0.109
H 2.8594 3.5655 5.7024 -0.2 0.2 -0.1 0.106
H 2.1236 3.0270 3.3939 0.0 0.3 0.3 0.100